[1]
Formula: C5H9NO
Source: the OMol25 dataset
Level of theory: ωB97M-V/def2-TZVPD

Its total energy is -8867.3110 eV. The molar mass is 99.1 g mol⁻¹.

```
! RIJCOSX wB97M-V def2-TZVPD def2/J DEFGRID3
* xyz 0 1
C -1.21 -0.33 1.13
C -0.18 0.02 0.06
C -0.03 -1.26 -0.74
C -0.35 1.33 -0.73
O 1.09 1.53 -0.72
C 1.26 0.53 0.19
N 2.30 0.13 0.77
H -0.82 -1.00 1.89
H -1.67 0.54 1.62
H -1.92 -0.96 0.54
H 0.66 -1.90 -0.17
H -1.03 -1.75 -0.77
H 0.40 -1.06 -1.73
H -0.82 2.15 -0.16
H -0.76 1.28 -1.74
H 3.08 0.75 0.57
*
```

---

[2]
Formula: C2H3N2O2
Source: the OMol25 dataset
Level of theory: ωB97M-V/def2-TZVPD

Its total energy is -9191.2013 eV. The molar mass is 87.1 g mol⁻¹.

```
! RIJCOSX wB97M-V def2-TZVPD def2/J DEFGRID3
* xyz -1 1
C 0.30 -0.08 -0.52
C -0.84 -0.68 0.27
N -2.44 -0.04 -0.40
N 0.14 -1.49 -0.42
O 1.03 -2.21 0.31
O -3.42 -0.49 0.21
H 0.05 0.32 -1.61
H 1.05 0.46 0.02
H -1.13 -0.83 1.22
*
```

---

[3]
Formula: C4H2O2P
Source: the OMol25 dataset
Level of theory: ωB97M-V/def2-TZVPD

Its total energy is -17561.1331 eV. The molar mass is 113.0 g mol⁻¹.

```
! RIJCOSX wB97M-V def2-TZVPD def2/J DEFGRID3
* xyz -1 1
C -1.64 1.84 0.03
C 0.87 -2.08 -1.92
C -0.79 1.24 0.64
C 1.11 -1.10 -1.25
O 1.66 1.08 1.80
O -0.06 -0.77 2.34
P 0.48 0.26 1.44
H -2.38 2.40 -0.47
H 0.76 -2.87 -2.62
*
```

---

[4]
Formula: C3H6N2O2
Source: the OMol25 dataset
Level of theory: ωB97M-V/def2-TZVPD

Its total energy is -10278.1249 eV. The molar mass is 102.1 g mol⁻¹.

```
! RIJCOSX wB97M-V def2-TZVPD def2/J DEFGRID3
* xyz 0 1
C 0.47 1.17 0.43
C 0.93 -0.25 0.01
C -0.67 -1.77 -0.10
H -1.19 2.23 -0.03
H -1.26 0.23 -0.68
H 0.92 1.52 1.47
H 0.84 2.04 -0.18
H 1.96 -0.35 0.33
H -1.28 -2.57 0.44
N -1.02 1.09 0.38
N -0.49 -1.52 -1.38
O 0.20 -1.27 0.69
O 0.59 -0.54 -1.39
*
```

---

[5]
Formula: C2H2I3NO
Source: the OMol25 dataset
Level of theory: ωB97M-V/def2-TZVPD

Its total energy is -29941.7086 eV. The molar mass is 436.8 g mol⁻¹.

```
! RIJCOSX wB97M-V def2-TZVPD def2/J DEFGRID3
* xyz 0 1
C -0.47 1.15 1.53
C -0.39 -0.38 -0.88
N -0.02 0.07 1.46
O -0.91 2.20 1.66
I 3.13 -0.75 -1.34
I -0.56 -2.39 -1.43
I -1.82 1.03 -1.44
H 0.54 -0.14 -0.97
H 0.50 -0.79 1.41
*
```

---

[6]
Formula: C4H12N2O2
Source: the OMol25 dataset
Level of theory: ωB97M-V/def2-TZVPD

Its total energy is -11412.0086 eV. The molar mass is 120.2 g mol⁻¹.

```
! RIJCOSX wB97M-V def2-TZVPD def2/J DEFGRID3
* xyz 0 1
C 1.01 1.25 1.07
N 0.53 0.72 -0.17
N 2.25 -2.04 0.44
O 1.08 -1.58 0.03
H 1.20 0.56 -0.90
H 2.57 -2.85 -0.10
H 2.38 -1.97 1.44
H 0.30 1.15 1.90
H 1.23 2.33 0.99
H 1.92 0.75 1.42
C -1.92 0.94 0.27
C -1.05 -0.34 -1.71
C -0.81 0.02 -0.23
O -0.70 -1.10 0.57
H -1.78 1.17 1.33
H -2.89 0.43 0.18
H -1.96 1.88 -0.30
H -0.25 -0.98 -2.08
H -1.11 0.55 -2.35
H -1.98 -0.90 -1.79
*
```

---

[7]
Formula: C5H4N
Source: the OMol25 dataset
Level of theory: ωB97M-V/def2-TZVPD

Its total energy is -6723.2088 eV. The molar mass is 78.1 g mol⁻¹. Its SMILES is C[N+]1=CC2=C=C21.

```
! RIJCOSX wB97M-V def2-TZVPD def2/J DEFGRID3
* xyz 1 1
C -1.23 -1.89 0.96
C -1.31 -0.72 0.35
C 0.78 -0.75 0.64
C -0.01 -1.66 1.34
C 0.03 1.23 -0.91
N -0.18 -0.11 -0.13
H 1.89 -0.49 0.90
H 1.04 1.29 -1.31
H -0.85 1.13 -1.66
H -0.17 1.97 -0.18
*
```

---

[8]
Formula: C5H9N
Source: the OMol25 dataset
Level of theory: ωB97M-V/def2-TZVPD

Its total energy is -6818.5838 eV. The molar mass is 83.1 g mol⁻¹.

```
! RIJCOSX wB97M-V def2-TZVPD def2/J DEFGRID3
* xyz 0 1
C -1.12 0.70 0.78
C -1.14 0.68 -0.76
C -0.30 -0.52 1.03
N 0.69 -0.56 0.13
C 1.93 -0.97 0.37
C 0.23 0.08 -1.14
H -0.60 1.60 1.14
H -2.11 0.68 1.23
H -1.95 0.01 -1.07
H -1.30 1.65 -1.23
H -0.25 -1.15 1.90
H 2.19 -1.07 1.41
H 2.61 -1.25 -0.43
H 0.15 -0.70 -1.91
H 0.97 0.82 -1.46
*
```

---

[9]
Formula: C56H56GeN11OPbS
Source: the OMol25 dataset
Level of theory: ωB97M-V/def2-TZVPD

Its total energy is -150018.5094 eV. The molar mass is 1211.0 g mol⁻¹.

```
! RIJCOSX wB97M-V def2-TZVPD def2/J DEFGRID3
* xyz -1 1
Pb -0.92 0.37 -0.41
C 0.39 2.29 -2.28
N -1.03 1.92 -2.47
C -1.90 3.11 -2.44
C -1.23 1.14 -3.68
C -1.16 1.79 -4.91
C -1.47 1.15 -6.10
C -1.88 -0.17 -6.03
C -1.92 -0.84 -4.82
C -1.53 -0.24 -3.61
N -1.56 -0.87 -2.38
C -1.51 -2.25 -2.25
C -0.80 -3.12 -3.10
C -0.81 -4.49 -2.94
C -1.51 -5.08 -1.89
C -2.16 -4.23 -0.99
C -2.15 -2.85 -1.14
N -2.82 -2.01 -0.19
C -4.27 -2.07 -0.29
C -2.39 -2.23 1.18
H 0.80 2.64 -3.24
H 1.19 0.31 -2.40
H 0.39 3.16 -1.60
H -1.57 3.86 -3.18
H -1.85 3.56 -1.45
H -2.92 2.83 -2.66
H -0.88 2.84 -4.92
H -1.41 1.67 -7.04
H -2.19 -0.69 -6.93
H -2.27 -1.86 -4.81
H -0.22 -2.69 -3.91
H -0.26 -5.11 -3.64
H -1.56 -6.15 -1.77
H -2.69 -4.65 -0.15
H -4.68 -3.02 0.09
H -4.58 -1.96 -1.33
H -4.71 -1.25 0.29
H -2.73 -3.19 1.60
H -2.78 -1.42 1.81
H -1.30 -2.19 1.24
N -4.36 0.44 -1.84
C -4.51 1.35 -0.86
N -5.74 1.84 -0.72
C -5.82 2.81 0.21
N -7.09 3.30 0.44
N -4.85 3.31 0.92
C -3.62 2.73 0.74
N -3.43 1.69 -0.14
C -2.56 3.23 1.48
C -2.63 4.38 2.32
C -1.49 5.02 2.70
C -0.25 4.62 2.08
C -0.14 3.46 1.43
N -1.27 2.55 1.49
H -5.21 0.11 -2.27
H -3.53 -0.15 -1.88
H -7.74 3.16 -0.31
H -7.10 4.20 0.89
H -3.61 4.75 2.59
H -1.53 5.91 3.33
H 0.60 5.30 2.08
H 0.73 3.12 0.89
C -1.63 -5.89 7.98
C -1.66 -4.67 7.09
O -2.60 -4.39 6.40
S -0.16 -3.71 7.20
C -0.46 -2.42 6.03
C -1.41 -1.43 6.27
C -1.59 -0.41 5.36
C -0.84 -0.35 4.19
C 0.11 -1.36 3.95
C 0.30 -2.38 4.86
C -1.02 0.71 3.25
C -1.17 1.59 2.44
H -2.55 -5.92 8.56
H -0.77 -5.90 8.65
H -1.60 -6.77 7.34
H -2.00 -1.47 7.18
H -2.33 0.36 5.55
H 0.70 -1.32 3.04
H 1.03 -3.15 4.68
C 1.59 -4.82 1.13
N 2.05 -4.16 -0.08
C 2.45 -5.01 -1.19
C 1.55 -2.95 -0.34
N 1.18 -1.87 -0.52
H 2.35 -5.52 1.46
H 0.65 -5.37 0.95
H 1.42 -4.08 1.91
H 3.28 -5.64 -0.87
H 2.77 -4.39 -2.02
H 1.62 -5.64 -1.53
C 1.10 1.11 -1.65
Ge 2.90 1.52 -1.13
C 3.14 1.94 0.78
C 2.44 1.21 1.74
C 2.60 1.46 3.09
C 3.47 2.46 3.51
C 4.18 3.20 2.57
C 4.01 2.93 1.22
C 4.15 0.06 -1.52
C 3.78 -1.06 -2.26
C 4.69 -2.07 -2.53
C 6.00 -1.98 -2.07
C 6.38 -0.87 -1.33
C 5.47 0.14 -1.06
C 3.59 3.09 -2.10
C 3.21 4.39 -1.74
C 3.60 5.49 -2.49
C 4.39 5.31 -3.62
C 4.78 4.03 -3.99
C 4.38 2.94 -3.24
H 1.74 0.44 1.41
H 2.03 0.90 3.82
H 3.59 2.67 4.57
H 4.86 3.98 2.89
H 4.57 3.52 0.49
H 2.76 -1.15 -2.62
H 4.38 -2.93 -3.11
H 6.71 -2.76 -2.29
H 7.40 -0.79 -0.96
H 5.78 0.99 -0.47
H 2.59 4.55 -0.86
H 3.29 6.48 -2.20
H 4.70 6.17 -4.21
H 5.40 3.89 -4.87
H 4.70 1.94 -3.54
*
```